A cluster of 2 separate species, C4H14NO in total at a distorted geometry. Source: the Open Molecules 2025 dataset; level of theory: the ωB97M-V functional and the def2-TZVPD basis.

XYZ file:
```
20
Properties=species:S:1:pos:R:3:nbo_charge:R:1
C 0.62284 0.81237 0.03418 -0.42
C -1.12464 0.05291 -1.35076 -0.42
C -0.80662 -0.94923 0.84070 -0.42
C -1.67171 1.36922 0.71380 -0.42
N -0.77402 0.34284 0.06583 -0.21
H 1.36254 0.09266 -0.35501 0.25
H 0.88918 1.06250 1.07491 0.23
H 0.67369 1.73199 -0.57273 0.23
H -0.64860 -0.88026 -1.69602 0.25
H -0.89800 0.85262 -2.07581 0.25
H -2.21688 -0.09839 -1.32385 0.23
H -1.84032 -1.32478 0.92455 0.24
H -0.39369 -0.82584 1.85601 0.24
H -0.20216 -1.69960 0.30386 0.24
H -1.30366 1.65355 1.71395 0.25
H -2.66731 0.90734 0.82349 0.24
H -1.77282 2.28238 0.10343 0.25
O 3.90414 -1.97886 -0.31543 -0.95
H 4.06567 -1.04718 -0.58771 0.47
H 4.80236 -2.35623 -0.17741 0.49
```

- highest occupied orbital energy (hartree) = -0.52572
- LUMO level (eV) = -2.8466
- relative energy (zero: lowest compared OMol25 entry of this formula, charge and spin) (kcal per mole) = 27.08
- total charge = +1
- max |F| (eV/Å) = 2.0